C4H8O2 | ωB97M-V/def2-TZVPD

Structure (ORCA input):
```
! wB97M-V def2-TZVPD RIJCOSX def2/J DEFGRID3
* xyz 0 1
C -1.449 -0.996 0.013
C -0.669 0.099 -0.708
C 0.408 0.776 0.169
O 0.171 0.636 1.539
C 1.805 0.278 -0.156
O 2.590 -0.039 0.709
H -2.202 -1.424 -0.657
H -1.962 -0.583 0.883
H -0.805 -1.809 0.362
H -1.375 0.860 -1.062
H -0.197 -0.314 -1.612
H 0.434 1.845 -0.108
H 1.029 0.382 1.921
H 2.078 0.237 -1.230
*
```

SMILES string = CC[C@@H](O)C=O
Kohn-Sham gap = 11.090 eV
energy above the lowest of the compared OMol25 structures with the same formula, charge and spin = 108.9 kJ/mol
LUMO level = 0.76 eV
highest occupied orbital energy = -10.334 eV
electronic energy = -307.6709 Ha

=====

C22H37GaIN2O13 | ωB97M-V/def2-TZVPD

Structure (ORCA input):
```
! wB97M-V def2-TZVPD RIJCOSX def2/J DEFGRID3
* xyz -1 1
C 3.582 1.511 -3.111
C 2.667 0.398 -2.400
C 1.236 0.919 -1.858
I 0.725 2.971 -2.392
Ga -0.244 -0.414 -2.509
C -2.042 0.307 -1.793
N -2.924 0.587 -2.979
C -2.935 2.023 -3.375
N -0.384 -0.467 -4.475
C 0.424 -1.375 -4.909
O 1.426 -1.978 -5.398
H 3.269 1.703 -4.210
H 4.646 1.051 -3.191
H 3.714 2.479 -2.511
H 2.459 -0.452 -3.153
H 3.251 -0.049 -1.510
H 1.256 0.836 -0.715
H 0.070 -1.883 -1.902
H -2.528 -0.516 -1.168
H -1.896 1.258 -1.140
H -3.886 0.226 -2.838
H -2.403 2.245 -4.371
H -2.506 2.739 -2.592
H -4.053 2.319 -3.495
C -5.194 -5.415 0.714
C -4.425 -4.147 1.023
C -4.644 -3.051 0.020
O -3.425 -2.325 0.084
C -2.466 -3.201 0.495
O -1.292 -2.979 0.475
O -3.023 -4.371 0.929
H -4.822 -5.889 -0.198
H -5.061 -6.142 1.520
H -6.263 -5.215 0.602
H -4.650 -3.808 2.041
H -5.488 -2.411 0.285
H -4.781 -3.416 -1.003
C 2.924 -0.557 4.518
C 3.145 0.227 3.241
C 1.887 0.473 2.462
O 2.365 0.559 1.126
C 3.510 -0.171 1.069
O 4.076 -0.473 0.054
O 3.934 -0.518 2.318
H 2.610 -1.576 4.303
H 3.860 -0.631 5.080
H 2.176 -0.080 5.153
H 3.671 1.164 3.459
H 1.394 1.403 2.755
H 1.165 -0.347 2.524
C 1.107 -3.461 10.020
C 1.784 -2.742 8.873
C 1.374 -1.304 8.740
O 1.536 -1.064 7.348
C 1.385 -2.266 6.722
O 1.270 -2.404 5.538
O 1.380 -3.291 7.622
H 0.033 -3.565 9.841
H 1.506 -4.475 10.117
H 1.262 -2.937 10.966
H 2.872 -2.842 8.954
H 2.013 -0.636 9.321
H 0.329 -1.120 9.008
C 1.057 4.219 -6.436
C -0.296 4.784 -6.813
C -0.261 5.671 -8.023
O -1.345 6.560 -7.785
C -1.511 6.625 -6.434
O -2.208 7.425 -5.874
O -0.778 5.666 -5.802
H 1.733 5.009 -6.096
H 0.955 3.519 -5.604
H 1.517 3.693 -7.276
H -1.023 3.973 -6.933
H -0.416 5.114 -8.949
H 0.660 6.257 -8.109
*
```

Kohn-Sham gap = 5.218 eV
LUMO level = 1.60 eV
highest occupied orbital energy = -3.615 eV
electronic energy = -4170.6185 Ha

=====

C2H9N2 | ωB97M-V/def2-TZVPD

Structure (ORCA input):
```
! wB97M-V def2-TZVPD RIJCOSX def2/J DEFGRID3
* xyz 1 1
N -2.105 -0.131 0.308
H -2.683 -0.362 -0.500
H -2.536 0.621 0.844
H -2.254 -0.931 0.931
H -0.811 -0.088 -0.150
C 1.195 0.957 0.614
C 1.024 -0.833 -0.962
N 0.436 -0.042 -0.154
H 1.103 1.915 0.105
H 2.233 0.637 0.712
H 0.794 0.950 1.623
H 0.402 -1.518 -1.517
H 2.103 -0.817 -1.002
*
```

Kohn-Sham gap = 11.996 eV
energy above the lowest of the compared OMol25 structures with the same formula, charge and spin = 75.2 kJ/mol
LUMO level = -3.85 eV
highest occupied orbital energy = -15.843 eV
electronic energy = -190.8457 Ha

=====

C4H5LiMgO | ωB97M-V/def2-TZVPD

Structure (ORCA input):
```
! wB97M-V def2-TZVPD RIJCOSX def2/J DEFGRID3
* xyz 2 1
C -1.156 1.460 -0.122
C -2.202 0.862 -0.394
H -3.156 0.387 -0.568
C -0.481 -0.576 0.298
C 0.968 -0.673 -0.050
O 1.709 0.432 -0.048
Mg 0.805 2.189 0.042
H -1.056 -1.503 0.152
H -0.551 -0.357 1.374
H 0.061 -0.854 -1.066
H 1.460 -1.533 0.435
Li 3.599 0.165 -0.054
*
```

Kohn-Sham gap = 6.981 eV
energy above the lowest of the compared OMol25 structures with the same formula, charge and spin = 0.0 kJ/mol
LUMO level = -9.75 eV
highest occupied orbital energy = -16.727 eV
electronic energy = -437.4691 Ha

=====

C5H17NO2 | ωB97M-V/def2-TZVPD

Structure (ORCA input):
```
! wB97M-V def2-TZVPD RIJCOSX def2/J DEFGRID3
* xyz -1 2
C 1.745 -1.397 -0.548
C 1.106 -2.416 -1.479
C 0.991 -0.116 -0.114
N 0.878 -0.067 1.377
C 0.257 1.133 1.944
C 0.211 -1.272 1.881
H 2.733 -1.009 -0.912
H 2.157 -1.895 0.346
H 0.034 -2.347 -1.468
H 1.571 -2.216 -2.459
H 1.589 -3.373 -1.186
H -0.026 -0.258 -0.490
H 1.603 0.804 -0.391
H 0.631 2.022 1.418
H 0.697 1.224 2.989
H -0.832 1.004 1.937
H 0.528 -1.287 2.946
H -0.888 -1.386 1.777
H 0.580 -2.187 1.435
H -0.889 1.512 -1.420
H -0.092 2.054 -2.511
O -1.019 2.103 -2.190
H -2.965 1.497 -1.229
H -2.628 1.462 0.221
O -3.393 1.553 -0.367
*
```

Kohn-Sham gap (spin up / spin down) = 2.895 / 8.856 eV
energy above the lowest of the compared OMol25 structures with the same formula, charge and spin = 181.7 kJ/mol
LUMO level (spin up / spin down) = 3.74 / 3.45 eV
highest occupied orbital energy (spin up / spin down) = 0.841 / -5.403 eV
electronic energy = -405.8360 Ha

=====

C20H21N5O3S | ωB97M-V/def2-TZVPD

Structure (ORCA input):
```
! wB97M-V def2-TZVPD RIJCOSX def2/J DEFGRID3
* xyz 0 1
C -4.901 -3.626 -0.209
O -4.376 -2.485 0.426
C -3.090 -2.129 0.178
C -2.234 -2.786 -0.702
C -0.943 -2.328 -0.885
C -0.475 -1.205 -0.206
C 0.863 -0.700 -0.405
N 1.224 0.465 -0.013
N 2.521 0.677 -0.307
C 3.159 1.857 -0.109
O 4.336 1.997 -0.364
C 2.278 2.967 0.418
S 0.976 3.368 -0.796
C -0.424 3.045 0.180
N -0.455 2.910 1.477
N -1.735 2.691 1.829
C -2.468 2.698 0.754
C -3.931 2.497 0.684
N -1.678 2.920 -0.346
C -2.073 2.987 -1.721
C 3.176 -0.510 -0.889
C 4.213 -1.032 0.048
C 4.156 -1.296 1.386
C 5.444 -1.759 1.747
C 6.179 -1.744 0.603
O 5.442 -1.307 -0.430
C 1.983 -1.462 -1.086
C -1.337 -0.560 0.691
C -2.619 -1.012 0.879
H -4.338 -4.527 0.055
H -5.923 -3.722 0.154
H -4.914 -3.510 -1.298
H -2.562 -3.656 -1.249
H -0.298 -2.851 -1.576
H 2.881 3.860 0.577
H 1.745 2.678 1.323
H -4.315 2.378 1.692
H -4.164 1.605 0.102
H -4.412 3.353 0.213
H -2.618 3.912 -1.920
H -2.712 2.136 -1.963
H -1.179 2.960 -2.343
H 3.666 -0.226 -1.825
H 3.310 -1.168 2.030
H 5.770 -2.058 2.722
H 7.197 -2.010 0.400
H 1.758 -1.625 -2.141
H 2.148 -2.428 -0.609
H -0.970 0.287 1.247
H -3.282 -0.525 1.576
*
```

SMILES string = COc1ccc(C2=NN(C(=O)CSc3nnc(C)n3C)[C@@H](c3ccco3)C2)cc1
Kohn-Sham gap = 8.509 eV
energy above the lowest of the compared OMol25 structures with the same formula, charge and spin = 385.9 kJ/mol
LUMO level = 0.48 eV
highest occupied orbital energy = -8.027 eV
electronic energy = -1672.3814 Ha

=====

C4H5N3 | ωB97M-V/def2-TZVPD

Structure (ORCA input):
```
! wB97M-V def2-TZVPD RIJCOSX def2/J DEFGRID3
* xyz 0 1
C -0.181 -0.075 -0.085
N 0.428 1.005 0.463
C 0.217 -1.626 2.035
N -0.842 -0.491 -1.088
N -0.402 -1.199 1.043
C -0.440 0.438 -1.991
C -0.344 1.160 -2.964
H 0.427 1.862 -0.072
H 0.513 1.080 1.462
H -0.217 -1.726 3.033
H 1.152 -2.203 1.982
H -0.309 1.774 -3.818
*
```

Kohn-Sham gap = 8.383 eV
energy above the lowest of the compared OMol25 structures with the same formula, charge and spin = 564.1 kJ/mol
LUMO level = 0.18 eV
highest occupied orbital energy = -8.206 eV
electronic energy = -319.4973 Ha

=====

C30H20Br5N3O3PdSbSe4Te | ωB97M-V/def2-TZVPD

Structure (ORCA input):
```
! wB97M-V def2-TZVPD RIJCOSX def2/J DEFGRID3
* xyz -1 1
Pd 1.269 0.296 -0.413
Br -6.595 10.431 -3.749
C -5.467 8.974 -3.292
C -4.587 8.474 -4.235
C -3.760 7.417 -3.885
C -3.810 6.868 -2.610
C -4.707 7.381 -1.676
C -5.537 8.434 -2.016
N -2.912 5.789 -2.361
N -3.005 5.323 -1.206
C -2.186 4.265 -0.829
C -2.451 3.806 0.458
C -1.770 2.765 1.062
C -0.738 2.118 0.381
O -0.054 1.161 0.898
C -0.438 2.577 -0.958
N 0.577 1.909 -1.576
C 0.913 2.230 -2.803
C 0.268 3.256 -3.501
C -0.741 3.955 -2.899
C -1.139 3.630 -1.578
H -4.548 8.903 -5.227
H -3.062 7.005 -4.602
H -4.744 6.946 -0.688
H -6.239 8.835 -1.298
H -3.247 4.310 0.992
H -2.016 2.430 2.060
H 1.719 1.676 -3.258
H 0.585 3.478 -4.511
H -1.246 4.755 -3.413
Br -4.315 -5.204 -0.024
C -2.909 -4.163 0.689
C -2.889 -3.851 2.042
Br -4.227 -4.490 3.212
C -1.851 -3.052 2.541
Br -1.748 -2.596 4.370
C -0.876 -2.563 1.696
O 0.094 -1.730 2.153
C -0.845 -2.917 0.328
O 0.142 -2.483 -0.381
C -1.896 -3.708 -0.154
Br -1.846 -4.105 -1.996
C 5.883 0.442 5.627
C 4.829 0.095 4.612
C 3.828 -0.822 4.891
C 2.883 -1.189 3.939
C 1.856 -2.207 4.352
C 2.926 -0.617 2.654
Te 1.770 -1.631 1.083
C 3.884 0.369 2.378
C 3.958 1.183 1.110
C 4.821 0.686 3.361
H 5.569 0.161 6.632
H 6.099 1.511 5.621
H 6.816 -0.082 5.410
H 3.778 -1.276 5.876
H 1.965 -2.444 5.410
H 1.965 -3.146 3.796
H 0.845 -1.853 4.187
H 2.968 1.473 0.758
H 4.446 0.638 0.298
H 4.527 2.092 1.298
H 5.564 1.442 3.129
Se 4.618 2.274 -3.833
Sb 4.083 -0.178 -3.551
Se 5.819 -1.636 -4.243
Se 3.083 1.218 -5.390
Se 2.865 -1.007 -1.566
*
```

Kohn-Sham gap = 5.734 eV
energy above the lowest of the compared OMol25 structures with the same formula, charge and spin = 25.5 kJ/mol
LUMO level = 0.40 eV
highest occupied orbital energy = -5.339 eV
electronic energy = -24657.2753 Ha

=====

Question: The highest electronic energy belongs to which entry?
Answer: C2H9N2

=====

Question: What is the formula in the third record?
Answer: C2H9N2